[1]
ORCA calculation (ωB97M-V/def2-TZVPD) on a 8-piece molecular cluster, C16H48O8S8 overall.

Last column: Mulliken charge in e.
Geometry (Å):
H  -2.22135  4.66753  -1.28112  0.32
H  1.31608  -2.06304  0.04895  0.18
O  -2.24049  3.04580  2.15822  -0.44
H  0.69561  -1.34321  3.82508  0.32
H  4.42217  -1.57296  2.31057  0.20
H  -3.60506  -2.31497  -0.63608  0.27
H  -0.02964  5.01820  -4.28335  0.37
H  -1.17172  4.89481  0.23680  0.34
S  6.08110  -2.68563  0.90290  0.51
H  -7.05567  -3.20869  0.62762  0.35
H  -5.91787  -2.08157  -0.00284  0.32
S  3.48739  0.43608  -3.09282  0.36
S  1.20565  -3.25182  -4.97506  0.51
H  -4.80351  3.14220  0.72051  0.32
C  1.89777  1.19906  -2.62465  -0.63
C  4.65322  -3.15160  -0.15319  -0.67
H  1.33134  -3.21552  -2.51824  0.06
H  -1.33185  0.02030  1.57569  -0.10
H  -0.35515  -3.27449  -3.00335  0.25
H  -0.16713  1.89484  5.40686  0.47
H  -0.81829  -0.73787  4.39407  0.40
H  -1.42646  1.19276  0.25910  -0.07
C  2.79200  -4.19147  -5.11687  -0.86
O  -1.47133  6.76627  -2.40154  -0.63
S  -3.16674  4.25751  2.09428  0.53
H  0.41745  -1.58268  1.44299  0.19
S  0.64394  1.05803  3.26891  0.75
C  -5.98423  -3.00394  0.57741  -0.94
C  0.64240  -3.61842  -3.26534  -0.67
H  0.68843  -0.32042  5.21339  0.43
H  -5.29530  2.95992  2.44707  0.36
H  -2.43547  -3.63273  -0.38042  0.43
H  4.90763  -3.15277  2.99222  0.31
O  6.92038  -3.87732  1.26840  -0.66
H  1.27818  -0.27845  0.48867  0.25
H  -3.98431  5.68690  3.77228  0.43
C  4.56118  1.01936  -1.75111  -0.83
O  2.08835  1.24442  3.61710  -0.74
O  -0.47929  -0.48864  -1.72347  -0.63
H  1.80331  2.24112  -2.92577  0.32
O  0.23448  -4.11301  -5.77011  -0.66
C  -3.48615  4.71776  3.82702  -1.08
H  -3.25274  -3.20042  1.00276  0.37
C  -0.34068  2.13380  4.36522  -0.95
H  0.64291  -4.70795  -3.20929  0.44
H  -5.68476  -2.88379  1.61941  0.30
H  2.66572  -5.26569  -5.01796  0.32
H  3.53343  -3.81866  -4.41235  0.29
H  5.50413  0.48414  -1.77627  0.34
S  -0.38663  5.78799  -1.96701  0.45
H  2.99911  -3.89731  -6.14407  0.30
H  0.08799  3.74363  -2.97963  -0.20
H  1.67517  1.08342  -1.56634  0.02
S  -4.92469  -4.23902  -0.35060  0.49
C  -1.66182  0.17197  0.54684  -0.17
C  0.22259  -0.44689  4.23430  -1.21
H  -1.49689  4.39228  -3.52276  0.32
S  -0.86794  -1.12742  -0.41843  0.55
C  -1.23532  4.63950  -0.81658  -0.71
H  4.66706  2.10542  -1.78704  0.39
H  6.01612  -1.69228  3.03780  0.32
H  -0.87787  3.60579  -0.81013  0.08
H  4.90836  -4.07946  -0.66638  0.39
H  1.19200  0.55920  -3.15224  0.33
H  -4.15304  3.96615  4.23607  0.33
C  -4.79573  3.58842  1.71288  -1.13
H  -1.33222  1.88749  3.98017  0.19
H  -2.50782  4.82355  4.28329  0.31
H  4.03239  0.81491  -0.81821  0.14
C  -0.44375  4.61593  -3.36578  -0.35
H  -0.09052  3.12792  4.00443  0.33
C  -3.40125  -3.22687  -0.08072  -0.94
H  -2.73552  -0.00429  0.49546  0.39
C  0.75691  -1.22774  0.46288  -0.61
H  4.56970  -2.37259  -0.90901  0.13
O  3.27650  -1.01627  -2.70457  -0.46
O  -4.77638  -5.50914  0.39278  -0.61
H  3.75893  -3.34866  0.43482  0.23
H  -5.42276  4.48291  1.59741  0.44
C  5.25824  -2.25158  2.49805  -0.78

[2]
ORCA calculation (ωB97M-V/def2-TZVPD) on a 8-piece molecular cluster, C16H49N5O13 overall.

Results
**Structure (SMILES)**: COC[C@H](C)N.NC(N)=O.NC(N)=O.OCCO.OCCO.OCCO.OCCO.OCCO

Last column: Mulliken charge in e.
Geometry (Å):
O  -0.89062  -0.40088  -0.35799  -0.35
O  -0.99895  -3.05886  -0.54638  -0.62
H  -2.79843  4.85930  -1.69075  0.29
H  1.36461  4.78705  -0.27265  0.11
H  1.03420  -1.13351  5.79527  0.32
H  -0.91297  -1.27824  0.03687  0.31
C  -1.46552  1.39122  1.04382  -0.18
H  1.54753  -2.67238  0.18829  0.21
C  3.55208  -0.37652  -0.55772  0.37
H  -0.77643  -6.12540  -0.73199  0.15
H  2.39672  -1.19293  -3.27704  0.22
N  -2.54280  -4.49320  -1.23661  -0.44
C  2.33460  -2.51700  -0.55034  -0.23
C  -1.24534  4.27043  -2.76422  -0.59
O  -4.39872  -1.28194  2.56222  -0.36
H  -4.02363  -0.77465  3.28788  0.24
H  -1.13178  2.71631  -0.33852  0.08
H  -3.15170  -3.69138  -1.29587  0.22
H  -5.23253  -3.75307  2.61695  0.22
H  -0.59324  2.71383  -3.98526  0.20
H  -6.35022  -1.06121  3.30886  0.35
H  -0.20105  -2.05034  -2.92195  -0.13
H  -0.19995  4.53052  -2.60027  0.23
H  -0.18794  -0.06056  -1.90896  0.37
H  6.13501  1.93179  -0.74128  0.36
N  1.31964  4.23603  0.57078  -0.20
H  1.70236  -0.46113  3.14545  0.17
H  5.97071  -1.53812  -1.22894  0.32
O  3.44538  4.91734  0.83451  -0.69
C  1.43290  -0.15018  4.15403  -0.17
H  1.01131  1.83486  5.79583  0.34
H  -1.15742  -1.04092  -3.96086  0.42
H  0.37729  1.72580  3.57229  -0.01
H  -5.41055  -2.04648  4.24774  0.34
C  0.95976  -1.36837  -4.52802  -0.61
H  0.50137  3.87395  1.03266  0.19
H  2.60491  -3.47253  -1.00299  0.21
O  -7.27649  -3.32673  2.84629  -0.53
H  -2.48287  0.87203  -0.73477  0.39
O  0.19872  1.34517  5.64040  -0.54
H  3.01611  -0.18924  -1.49065  -0.13
H  5.43578  -0.61214  -2.44817  0.27
H  -2.22700  2.03664  1.48389  0.43
H  -6.03060  -2.75275  1.36831  0.27
H  -2.64927  -0.29946  0.51511  0.31
C  5.00325  0.12495  -0.67244  0.24
C  -5.54912  -1.79501  3.19266  -0.56
H  1.76703  2.79408  2.40703  0.16
C  -1.34261  -4.18241  -0.80173  0.55
O  3.50901  -1.79284  -0.26314  -0.40
C  -5.98355  -2.98253  2.43264  -0.30
C  2.49142  4.23735  1.17556  0.56
C  -1.92319  0.38245  0.06508  -0.41
O  -0.57668  2.29190  0.32339  -0.33
C  -0.16362  -1.13780  -3.51967  0.02
H  3.10708  0.21979  0.24048  -0.04
H  -7.24481  -3.46555  3.79663  0.32
H  0.77181  -2.10765  -5.30777  0.36
H  5.52614  -0.06011  0.26868  0.31
H  1.24637  -0.50998  -5.13856  0.30
H  -1.65780  2.12663  -2.79147  -0.33
O  -1.96580  4.39713  -1.57715  -0.55
H  -1.65534  5.03954  -3.42270  0.46
H  0.51065  -5.08585  -0.40757  0.18
H  -0.89162  0.90241  1.83034  -0.25
O  -2.67117  3.01933  -4.31081  -0.60
C  0.29003  0.88985  4.26698  0.06
H  2.27876  0.35844  4.62122  0.33
N  2.58258  3.28376  2.07507  -0.26
N  -0.46481  -5.16982  -0.64453  -0.36
H  5.00719  1.75193  -2.01675  0.31
C  -1.52308  2.96769  -3.47291  0.54
H  -0.62609  0.35259  4.02148  0.09
O  1.10260  -1.36751  4.86543  -0.56
H  -3.29602  2.31539  -4.12740  0.35
H  1.85692  -2.05141  -1.41512  -0.02
H  -2.79680  -5.36180  -1.67914  0.18
H  3.40376  3.29822  2.66062  0.21
N  5.93019  -0.58436  -1.56404  -0.75
O  0.03941  0.09577  -2.83501  -0.37
O  2.22084  -1.82751  -3.97816  -0.55
H  4.56110  2.18576  -0.22746  0.26
C  5.12100  1.58499  -0.94500  -1.29

[3]
ORCA calculation (ωB97M-V/def2-TZVPD) on a 9-piece molecular cluster, C16H49NO12 overall.

Last column: Mulliken charge in e.
Geometry (Å):
H  -2.38273  2.94113  2.34337  0.55
O  -0.77570  -0.27516  -3.47618  -0.68
H  0.17924  4.16771  -1.45584  0.31
H  -1.41810  -3.46210  -4.90276  0.25
C  -0.21665  -0.62557  -0.26223  1.17
C  -3.59990  1.28476  0.34039  -0.44
C  -0.82458  3.96961  -1.75120  -0.88
H  -1.78366  0.66021  0.63524  -0.39
H  -0.25856  -1.50218  2.05764  0.37
C  -0.98455  -4.22440  0.83935  -0.73
H  -1.54567  -1.80889  -5.77594  0.33
H  -0.92219  -2.26389  -2.96707  0.32
C  4.41636  -0.46134  3.11200  -1.33
H  -4.09826  0.48851  0.96372  0.27
H  -0.03398  1.84250  1.72709  0.05
C  -1.32928  -1.63329  -3.54019  0.22
O  0.66795  -1.56399  -0.28791  -0.18
H  0.85272  0.21093  3.13942  -0.12
H  1.64266  2.43900  3.53248  0.19
C  -1.10744  -2.29068  -4.87138  -1.42
H  -3.30504  -0.34969  -0.92409  0.46
H  -3.65162  1.29286  -1.67549  0.42
H  3.51352  -2.10292  2.08234  0.15
H  -1.09396  -5.18811  0.43337  0.32
O  -2.01894  -3.31292  0.43296  -0.62
O  -1.88189  4.02049  -0.84312  -0.45
H  -0.45838  0.01195  -2.49176  0.40
C  1.05964  3.33238  3.78323  -0.74
H  5.37860  -3.16419  -1.39223  0.31
H  -4.18520  2.28915  0.23051  0.20
O  3.51793  -2.51486  -0.99176  -0.55
H  3.60481  -0.31827  3.95010  0.23
H  -0.75724  2.84959  -2.18608  0.04
O  -1.12199  -0.71425  0.66314  -1.42
C  3.76397  -0.94628  1.91027  0.86
H  -2.44176  -1.76280  -3.41359  -0.02
H  -0.14410  -2.03967  -5.16002  0.44
H  -1.85908  4.80571  -0.50259  0.23
H  -4.86173  0.16823  -3.12418  0.30
H  4.69530  0.58430  2.96304  0.34
O  0.17101  -1.74000  2.89332  -0.63
C  4.65979  -2.45532  -1.73908  -0.94
H  3.75411  1.28956  -0.00445  0.22
O  -5.22162  0.38967  -1.09210  -0.47
H  -1.77531  -2.38299  0.32819  0.40
O  -0.29937  3.00198  3.44341  -0.41
H  1.47518  -1.63308  -0.64104  0.23
H  3.70827  1.24022  -1.84770  0.29
H  1.44511  4.08049  3.24531  0.42
C  -3.86295  0.52369  -0.92691  -0.60
H  -0.33265  3.48715  1.22043  0.13
H  -1.23777  -4.20638  1.83668  0.40
H  -6.51714  -0.44043  -2.29537  0.33
H  -0.48173  -0.12031  3.76763  0.44
C  0.32038  -0.61615  3.75060  -0.73
O  4.71697  -1.08100  0.86438  -0.56
O  1.90293  1.89993  -1.19221  -0.54
H  3.05376  -3.27496  -1.17432  0.23
H  0.00236  -3.84858  0.94028  0.16
O  -0.23892  0.39791  -1.15684  -0.65
H  0.93868  3.85002  4.73483  0.30
C  3.02065  1.12015  -0.91898  -0.22
C  -0.44849  2.58314  2.11427  0.20
H  1.01816  1.29985  -1.26564  0.43
N  -2.21298  1.67784  0.55546  1.18
H  -1.12283  4.29285  -2.56628  0.72
C  -5.44362  -0.36140  -2.32809  -0.66
H  0.76845  -0.78126  4.65250  0.56
C  -1.81492  2.11182  1.99382  -0.42
H  5.28142  -0.94470  3.60058  0.34
H  2.77892  -0.50598  1.47757  -0.33
H  4.25188  -1.56472  0.21418  0.51
H  4.47793  -2.83676  -2.72461  0.37
H  -1.97974  1.20546  2.62850  0.19
H  5.02016  -1.43138  -1.82889  0.29
H  -5.05529  -1.42791  -2.37222  0.23
H  2.82224  0.18126  -1.15210  -0.16
H  -1.77356  2.18677  -0.17915  -0.03

Table of HOMO energy (eV), in record order: -8.45, -9.12, -9.20
Table of frontier orbital gap (eV), in record order: 8.269, 9.256, 9.575
Table of F_max (eV/A), in record order: 2.47, 3.88, 9.16